[1]
Below is a cluster of 5 separate species, C30H59Cl5N3O3 in total in a non-equilibrium geometry, with properties calculated with wB97M-V/def2-TZVPD.

Positions of all 100 atoms, in Å:
C  7.397  4.194  -1.727
C  7.478  3.580  -0.313
C  7.445  2.061  -0.477
C  7.813  1.132  0.595
C  9.119  1.443  1.204
C  9.128  2.934  1.661
N  8.713  3.818  0.516
O  9.347  5.131  0.369
C  8.347  3.172  3.002
C  10.532  3.094  2.035
C  6.260  3.980  0.476
H  6.798  3.616  -2.431
H  8.355  4.161  -2.246
H  7.030  5.218  -1.800
H  6.413  1.846  -0.755
H  7.890  1.822  -1.442
H  7.676  0.117  0.221
H  7.122  1.136  1.438
H  9.975  1.163  0.589
H  9.183  0.722  2.019
H  8.735  4.007  3.584
H  7.352  3.544  2.755
H  8.275  2.379  3.747
H  10.707  2.692  3.033
H  11.216  3.023  1.189
H  10.672  4.153  2.252
H  6.312  4.890  1.073
H  5.975  3.299  1.278
H  5.476  3.981  -0.281
C  -1.900  -12.233  2.014
C  -2.629  -11.095  1.387
C  -3.641  -10.519  2.438
C  -2.951  -9.520  3.388
C  -2.556  -8.311  2.486
C  -1.408  -8.815  1.623
N  -1.834  -10.026  0.783
O  -0.791  -10.504  -0.090
C  -1.215  -7.627  0.697
C  0.005  -9.065  2.378
C  -3.491  -11.637  0.245
H  -1.202  -11.738  2.690
H  -1.311  -12.761  1.264
H  -2.632  -12.856  2.528
H  -4.617  -10.108  2.184
H  -3.834  -11.274  3.200
H  -2.090  -9.894  3.944
H  -3.698  -9.163  4.096
H  -2.147  -7.559  3.160
H  -3.438  -7.939  1.964
H  -0.190  -7.581  0.328
H  -1.868  -7.669  -0.174
H  -1.469  -6.641  1.084
H  0.306  -8.260  3.049
H  0.119  -9.876  3.098
H  0.755  -9.182  1.596
H  -4.208  -12.423  0.483
H  -2.934  -12.113  -0.562
H  -4.012  -10.872  -0.331
C  -7.170  4.787  -0.324
C  -6.560  5.998  -1.081
C  -7.033  7.117  -0.190
C  -6.370  8.455  -0.610
C  -4.886  8.363  -0.557
C  -4.292  7.163  -1.309
N  -5.074  5.944  -1.096
O  -4.402  4.683  -1.723
C  -4.124  7.560  -2.819
C  -2.881  6.926  -0.663
C  -7.048  6.042  -2.504
H  -6.589  4.450  0.535
H  -7.039  3.949  -1.008
H  -8.227  4.788  -0.058
H  -8.038  7.356  -0.537
H  -7.006  6.870  0.871
H  -6.673  9.002  0.283
H  -6.674  8.810  -1.595
H  -4.605  8.538  0.482
H  -4.573  9.336  -0.937
H  -3.147  7.871  -3.188
H  -4.474  6.776  -3.491
H  -4.748  8.392  -3.143
H  -3.168  6.499  0.298
H  -2.338  6.273  -1.346
H  -2.313  7.851  -0.571
H  -6.763  6.933  -3.063
H  -8.137  5.980  -2.508
H  -6.712  5.129  -2.995
Cl  1.312  -1.329  -1.828
C  0.168  -0.318  -0.892
C  0.645  0.125  0.560
Cl  0.865  -1.199  1.837
H  -0.798  -0.822  -0.845
H  -0.024  0.523  -1.557
H  -0.134  0.717  1.041
H  1.633  0.548  0.742
C  -3.650  0.991  -7.290
Cl  -2.578  0.418  -8.503
Cl  -4.605  -0.273  -6.612
Cl  -4.657  2.375  -7.801
H  -2.968  1.360  -6.523

Calculated values
- multiplicity = 4
- Kohn-Sham gap (alpha / beta) (eV) = 8.93 / 8.78
- E_tot (Ha) = -3868.97302

[2]
Below is a structure of composition C48H73N10O2STi, with properties calculated with wB97M-V/def2-TZVPD.

Positions of all 135 atoms, in Å:
Ti  0.023  -0.137  0.959
C  1.642  -6.259  1.865
C  2.045  -5.427  0.643
C  1.980  -3.959  0.927
C  3.003  -3.130  1.316
C  4.455  -3.463  1.467
C  5.290  -2.987  0.275
C  2.420  -1.846  1.568
C  3.107  -0.757  2.085
C  2.516  0.395  2.534
C  3.149  1.371  3.375
C  4.613  1.420  3.669
C  5.421  1.959  2.485
C  2.159  2.188  3.842
C  0.936  1.746  3.235
C  -0.293  2.351  3.401
C  -1.412  2.015  2.680
N  -1.480  0.989  1.762
C  -2.716  1.144  1.157
C  -3.246  0.279  0.230
C  -2.704  -0.962  -0.059
N  -1.482  -1.400  0.402
C  -1.486  -2.764  0.156
C  -0.430  -3.594  0.422
C  0.790  -3.163  0.909
N  1.059  -1.872  1.318
C  -2.704  -3.161  -0.480
C  -3.443  -2.028  -0.664
C  -4.814  -1.910  -1.252
C  -5.915  -2.077  -0.199
C  -3.067  -4.554  -0.883
C  -2.504  -4.930  -2.256
C  -3.438  2.253  1.729
C  -2.636  2.779  2.695
C  -2.940  3.881  3.658
C  -3.359  3.340  5.029
C  -4.836  2.652  1.371
C  -4.946  3.440  0.066
N  1.157  0.666  2.409
C  2.263  3.302  4.835
C  1.859  2.858  6.244
H  1.699  -7.323  1.643
H  0.623  -6.028  2.178
H  2.302  -6.052  2.708
H  1.400  -5.677  -0.203
H  3.059  -5.691  0.335
H  4.568  -4.540  1.584
H  4.843  -3.025  2.389
H  4.956  -3.472  -0.647
H  6.342  -3.231  0.406
H  5.214  -1.903  0.148
H  4.167  -0.877  2.265
H  4.967  0.424  3.945
H  4.781  2.045  4.546
H  5.247  1.367  1.584
H  6.487  1.939  2.706
H  5.140  2.989  2.264
H  -0.361  3.180  4.091
H  -4.226  0.503  -0.167
H  -0.533  -4.641  0.173
H  -4.931  -2.666  -2.030
H  -4.918  -0.946  -1.756
H  -5.853  -3.055  0.278
H  -6.900  -1.983  -0.652
H  -5.827  -1.325  0.587
H  -4.154  -4.644  -0.897
H  -2.720  -5.265  -0.131
H  -2.895  -4.262  -3.026
H  -2.773  -5.954  -2.514
H  -1.416  -4.840  -2.259
H  -3.733  4.508  3.248
H  -2.071  4.535  3.766
H  -4.248  2.715  4.943
H  -3.584  4.158  5.711
H  -2.569  2.733  5.474
H  -5.246  3.247  2.187
H  -5.462  1.757  1.319
H  -4.347  4.351  0.113
H  -5.980  3.727  -0.118
H  -4.604  2.856  -0.791
H  1.643  4.143  4.515
H  3.287  3.677  4.845
H  0.827  2.506  6.270
H  1.954  3.683  6.948
H  2.495  2.043  6.589
N  1.921  6.006  -2.754
C  1.045  4.856  -2.276
C  0.321  5.290  -1.015
C  -0.589  4.160  -0.490
N  0.146  3.058  0.127
C  -1.516  3.675  -1.608
C  -0.825  3.332  -2.928
N  -0.005  2.121  -2.790
C  0.076  4.484  -3.384
H  2.599  6.279  -2.038
H  1.350  6.828  -2.969
H  2.436  5.756  -3.601
H  1.732  4.032  -2.075
H  -0.295  6.169  -1.241
H  1.033  5.573  -0.235
H  -1.217  4.599  0.288
H  0.583  3.370  0.989
H  0.885  2.714  -0.475
H  -2.259  4.451  -1.808
H  -2.065  2.803  -1.246
H  -1.606  3.213  -3.686
H  0.244  1.764  -3.708
H  -0.555  1.383  -2.360
H  -0.547  5.348  -3.638
H  0.617  4.190  -4.289
C  0.845  -4.498  -3.532
N  -0.027  -3.854  -4.479
C  -0.384  -4.505  -5.744
C  -1.420  -3.543  -6.350
N  -1.305  -2.386  -5.461
C  -0.561  -2.634  -4.379
S  -0.389  -1.535  -3.095
H  0.566  -5.547  -3.434
H  0.728  -4.019  -2.560
H  1.889  -4.455  -3.857
H  -0.797  -5.494  -5.550
H  0.500  -4.617  -6.375
H  -2.428  -3.955  -6.323
H  -1.179  -3.273  -7.375
H  -1.891  -1.571  -5.512
N  2.477  -1.710  -1.852
C  3.057  -0.339  -1.874
C  2.236  0.652  -1.066
O  2.631  1.785  -0.964
O  1.148  0.152  -0.530
H  2.376  -2.070  -0.894
H  3.066  -2.357  -2.374
H  1.509  -1.661  -2.310
H  3.084  0.000  -2.909
H  4.072  -0.358  -1.483

Calculated values
- net charge = +3
- Kohn-Sham gap (eV) = 5.51
- E_tot (Ha) = -3817.99576

[3]
Below is a cluster of 2 separate species, C4H8Cl2Si in total in a non-equilibrium geometry, with properties calculated with wB97M-V/def2-TZVPD.

Positions of all 15 atoms, in Å:
C  -0.771  0.042  -0.454
C  -0.369  -0.338  -1.540
C  -1.512  -0.669  0.660
C  0.304  -0.860  -2.745
Si  1.024  1.625  1.899
Cl  1.651  -0.330  2.505
Cl  2.713  2.688  2.096
H  0.321  1.202  1.074
H  -2.443  -0.176  0.964
H  -1.591  -1.665  0.280
H  -0.917  -0.735  1.523
H  -0.534  -1.240  -3.394
H  0.818  -0.153  -3.362
H  0.896  -1.726  -2.504
H  0.408  2.334  2.998

Calculated values
- Kohn-Sham gap (eV) = 10.11
- structure (SMILES) = Cl[SiH2]Cl.CC#CC
- E_tot (Ha) = -1366.99502